Record 1
ORCA calculation (the ωB97M-V functional and the def2-TZVPD basis) on a cluster of 2 separate species, H4O2 in total at a distorted geometry.

The value obtained for the energy above the lowest of the compared OMol25 structures with the same formula, charge and spin is 21.7 kJ/mol. The HOMO-LUMO gap is 11.51 eV. As for the net charge: 0. The calculation puts the HOMO energy at -10.910 eV. As for the SMILES: O.O.

XYZ file:
```
6
Properties=species:S:1:pos:R:3:nbo_charge:R:1
O 1.70620 -0.03924 -0.06937 -0.959
H 0.70849 -0.30130 -0.18028 0.490
H -1.82045 -0.70698 0.53614 0.480
O -1.49911 0.01027 -0.04036 -0.961
H 1.67387 0.60023 0.69997 0.466
H -2.21868 0.63981 -0.17800 0.484
```



Record 2
ORCA calculation (the ωB97M-V functional and the def2-TZVPD basis) on a structure of composition C5H14N3 at a distorted geometry.

The value obtained for the energy above the lowest of the compared OMol25 structures with the same formula, charge and spin is 687.2 kJ/mol. The HOMO-LUMO gap is 5.46 eV. As for the net charge: +1. The calculation puts the HOMO energy at -14.070 eV.

XYZ file:
```
22
Properties=species:S:1:pos:R:3:nbo_charge:R:1
N 1.41666 -0.24160 1.36079 -0.420
H 2.84169 -0.47266 -0.13720 0.240
H 0.29702 0.46075 1.40488 0.348
N -0.82132 0.93324 0.98267 -0.479
C 0.89807 -1.08036 -0.91725 -0.409
H -1.14012 -1.11703 -1.72496 0.245
H 0.82935 1.67679 -0.35264 0.387
H 0.78978 -2.09309 -0.49572 0.224
H -0.45970 0.49115 -1.60058 0.225
H 2.53333 1.78455 -0.43592 0.384
H -1.31332 1.13342 1.87705 0.389
H -3.48222 -0.38106 0.84798 0.237
H 1.36121 -1.18217 -1.90802 0.260
H -1.28591 -1.13131 0.85671 0.267
H -3.20123 0.88569 -0.35190 0.238
C -0.55428 -0.46585 -1.05387 -0.422
C -2.89028 -0.12454 -0.05176 -0.611
C -1.39942 -0.17727 0.25676 -0.117
H 2.12620 -0.21832 2.08919 0.412
C 1.79813 -0.22922 0.00950 0.029
N 1.70962 1.23611 -0.72794 -0.679
H -3.14415 -0.86760 -0.83766 0.252
```



Record 3
ORCA calculation (the ωB97M-V functional and the def2-TZVPD basis) on a structure of composition C5H4GaO at a distorted geometry.

The HOMO-LUMO gap (spin up / spin down) is 5.39 / 5.39 eV. As for the net charge: +1. The calculation puts the HOMO energy (spin up / spin down) at -10.761 / -10.762 eV.

XYZ file:
```
11
Properties=species:S:1:pos:R:3:nbo_charge:R:1
C 0.70660 -0.46506 0.23334 -0.557
C -0.57601 -0.22500 0.31436 0.231
H -3.10001 0.59987 0.08686 0.432
C 1.70745 -1.17336 -0.19149 0.705
H -3.40103 -0.77295 -0.66053 0.311
Ga 0.97828 2.40042 -0.94439 0.922
H -2.01711 -1.36776 -0.90357 0.349
H -1.85833 1.32526 1.11448 0.296
C -2.38008 -0.44759 -0.42346 -0.916
C -1.76006 0.31494 0.71298 -0.383
O 2.67070 -1.69954 -0.58748 -0.390
```



Record 4
ORCA calculation (the ωB97M-V functional and the def2-TZVPD basis) on the molecule C4H5NO.

The value obtained for the energy above the lowest of the compared OMol25 structures with the same formula, charge and spin is 583.4 kJ/mol. The HOMO-LUMO gap (spin up / spin down) is 9.17 / 9.17 eV. As for the net charge: 0. The calculation puts the HOMO energy (spin up / spin down) at -9.243 / -9.241 eV.

XYZ file:
```
11
Properties=species:S:1:pos:R:3:nbo_charge:R:1
H 0.89348 0.88553 1.79631 0.249
N -1.30732 -1.52484 -0.52076 -0.325
C 0.42267 -0.05725 1.49697 -0.677
O 0.25095 -0.11741 -2.00567 -0.471
H -0.14362 -0.42854 2.35816 0.239
H 1.20125 -0.77847 1.24007 0.228
H -1.29133 0.92627 0.49833 0.218
H 1.36939 1.36343 -2.44783 0.119
C 0.77657 0.97086 -1.59623 0.142
C -0.56656 -0.61508 -0.79834 0.278
C -0.47933 0.21866 0.34385 0.001
```



Record 5
ORCA calculation (the ωB97M-V functional and the def2-TZVPD basis) on a cluster of 8 separate species, H16O8 in total at a distorted geometry.

The value obtained for the energy above the lowest of the compared OMol25 structures with the same formula, charge and spin is 422.3 kJ/mol. The HOMO-LUMO gap is 8.79 eV. As for the net charge: 0. The calculation puts the HOMO energy at -8.714 eV. As for the SMILES: O.O.O.O.O.O.O.O.

XYZ file:
```
24
Properties=species:S:1:pos:R:3:nbo_charge:R:1
H 2.47617 2.14763 -4.03371 0.459
H 0.70532 -0.52068 0.68080 0.436
H 0.75552 3.24700 -2.60885 0.461
H 3.40888 -2.12361 -1.26542 0.469
H -0.29455 -3.01470 1.17666 0.468
H -0.20446 -0.39708 1.89203 0.496
O -3.22791 0.36179 -1.09463 -0.935
H -3.48819 0.19609 1.65805 0.454
H 3.08522 -2.54865 0.15747 0.469
H 1.50158 0.39917 2.62394 0.475
O 2.70459 -2.50153 -0.72677 -0.938
O 1.00305 1.12397 3.01781 -0.939
O 2.65662 1.30515 -3.60167 -0.934
H -1.74821 -2.62987 1.39766 0.456
O -2.53998 0.24027 1.49091 -0.960
H -3.99691 -0.12751 -0.78121 0.469
H 2.22117 1.38275 -2.74531 0.475
H 0.23963 3.26226 -1.17928 0.472
H -2.46182 0.08959 0.54214 0.490
H -3.58676 1.21445 -1.36514 0.483
O 0.13375 2.80395 -2.02054 -0.933
O 0.15880 -1.04454 1.27735 -0.949
H 1.32934 1.90799 2.56193 0.463
O -0.88166 -2.59966 1.81857 -0.909
```



Record 6
ORCA calculation (the ωB97M-V functional and the def2-TZVPD basis) on a cluster of 9 separate species, C9H36O9 in total at a distorted geometry.

The value obtained for the energy above the lowest of the compared OMol25 structures with the same formula, charge and spin is 368.0 kJ/mol. As for the spin multiplicity: 2. The HOMO-LUMO gap (spin up / spin down) is 9.25 / 2.40 eV. As for the net charge: +1. The calculation puts the HOMO energy (spin up / spin down) at -12.251 / -12.251 eV. As for the expectation value of S²: 0.754.

XYZ file:
```
54
Properties=species:S:1:pos:R:3:nbo_charge:R:1
O -0.83700 -2.87502 1.78682 -0.774
H 0.16947 -1.30152 4.42319 0.242
C 0.29434 -0.26358 0.15547 -0.256
C 1.66865 0.11251 -3.78327 -0.251
C -2.13861 -2.96134 2.33587 -0.277
H -1.43702 0.61877 -3.10632 0.475
H 1.69815 -1.77837 5.23114 0.286
O -1.71904 1.22622 -2.41853 -0.761
O 1.14928 2.07423 4.54555 -0.721
H -4.41532 2.28885 2.02958 0.453
H 2.52455 1.78545 -4.25296 0.467
H -2.76511 -2.07384 2.24672 0.204
H 0.45825 -2.86822 2.97915 0.528
O 2.77061 1.00807 -3.74626 -0.718
H 0.78973 0.67914 0.38778 0.176
H 1.51198 -2.96879 -3.44757 0.172
H -4.01614 0.78796 0.33565 0.159
H 0.47029 0.36974 3.49857 0.138
H -3.21817 2.37704 0.24847 0.154
H 1.98398 0.75574 3.07293 0.157
C -1.23163 2.54479 -2.94255 -0.262
H 1.94818 -0.74435 -3.17029 0.179
H 2.81880 2.45282 -1.63035 0.182
C 0.77267 -2.13632 4.78006 -0.332
O -0.18164 -4.19687 -3.86032 -0.707
C 1.06757 1.27104 3.36064 -0.241
H 0.64675 -0.90887 0.96015 0.143
H 0.67772 1.89066 2.55306 0.189
O -5.01525 2.32256 1.28088 -0.707
H 1.38685 -0.13102 -4.80766 0.183
H -0.86844 3.13091 -2.09836 0.189
H 2.83648 4.05033 -1.01639 0.191
O -1.12328 -0.35185 -0.00036 -0.767
O 4.32389 2.64212 -0.27945 -0.717
H 4.28834 1.70869 -0.05799 0.460
H -2.09279 3.09652 -3.31951 0.194
H -0.88168 -2.20352 1.10221 0.524
H 0.84641 0.54334 -3.21194 0.142
H -4.68859 2.14093 -0.69791 0.191
C -4.17742 1.86005 0.22290 -0.250
C 3.01524 3.01711 -0.71871 -0.260
H -1.38759 0.11333 -0.79744 0.516
H 2.33721 2.79822 0.10619 0.144
H -2.20156 -3.21424 3.39425 0.173
H 1.69659 2.84717 4.38866 0.484
H 0.64074 -3.55749 -2.09694 0.148
H 0.69658 -0.60196 -0.79942 0.180
H -0.15329 -2.36830 -3.00468 0.162
H 0.46916 -4.71484 -4.33967 0.473
C 0.50327 -3.22968 -3.12736 -0.247
H -2.65389 -3.78485 1.84148 0.201
O 1.06631 -3.03560 3.70292 -0.113
H 0.18512 -2.68639 5.51512 0.321
H -0.50996 2.44258 -3.75302 0.181
```



Record 7
ORCA calculation (the ωB97M-V functional and the def2-TZVPD basis) on a structure of composition C22H23N2O7Tl at a distorted geometry.

The HOMO-LUMO gap is 4.35 eV. As for the net charge: -2. The calculation puts the HOMO energy at -0.971 eV.

XYZ file:
```
55
Properties=species:S:1:pos:R:3:nbo_charge:R:1
H -3.76112 -2.72789 -2.01334 0.222
N 4.62525 -1.32922 2.16851 0.494
C 5.34557 0.75474 1.11932 -0.167
C -2.91288 0.21034 -2.69447 -0.066
H -0.28927 3.32643 -0.99819 0.189
H -4.96745 0.95822 -2.43418 0.203
H 1.47003 -1.95079 2.37515 0.201
H -4.41707 1.03445 -0.02545 0.229
H -2.57340 1.25322 -2.64487 0.198
H -2.43744 -0.33400 -3.52066 0.179
Tl -0.15896 -0.14960 -0.75084 0.792
O 5.83479 3.70132 -0.84449 -0.384
H -1.03276 -1.59172 3.34492 0.189
H 1.27782 -3.14593 -0.03383 0.195
O 5.59531 -1.20939 2.94494 -0.416
O 2.94820 0.83696 -3.21667 -0.697
C -4.10025 -0.71701 -1.26457 0.280
H 3.97740 2.40076 -1.56403 0.271
C 3.43376 0.40040 -0.95440 -0.122
H -4.15812 -0.47714 0.88319 0.245
C -4.42385 0.02784 -2.58217 -0.463
C -0.55362 2.92969 -0.01948 -0.398
H 6.12811 0.85783 1.86685 0.264
H -2.77513 -2.65470 1.55556 0.172
C -1.69405 -2.60263 1.44986 -0.367
N 6.04697 2.85795 0.04755 0.515
C -0.94371 -3.10614 0.34175 -0.381
H -4.85993 -0.59189 -3.36172 0.193
H -4.31315 -2.64141 -0.31521 0.229
H 1.44396 2.65878 0.98255 0.187
C -1.77959 2.14871 1.78038 -0.353
H -5.45519 -2.33884 -1.64494 0.187
H -5.70976 -0.19037 0.05241 0.185
C 3.52462 -0.52873 0.10003 -0.121
H 2.87948 -1.40524 0.12818 0.286
O 1.72935 -0.76785 -2.12709 -0.826
C 4.15412 1.60077 -0.84724 -0.085
C 0.44207 -2.87841 0.61497 -0.406
C 0.36194 2.55995 1.01980 -0.386
H -2.80095 2.87698 -0.08963 0.173
C -0.39555 2.06589 2.12152 -0.337
O -2.66332 -0.47909 -1.41892 -0.561
H -2.61347 1.86188 2.41444 0.183
C -1.87973 2.67997 0.45680 -0.372
O 7.00266 2.93084 0.84839 -0.410
H 0.01266 1.71403 3.06722 0.192
C -4.41844 -2.19929 -1.31318 -0.628
C -0.77529 -2.05178 2.39182 -0.337
H -1.35173 -3.58582 -0.55033 0.184
C 2.63915 0.14456 -2.23603 0.749
C -4.62295 -0.04303 -0.01337 -0.629
O 3.78858 -2.25867 2.25918 -0.347
C 4.48498 -0.34761 1.12408 0.060
C 5.15192 1.73828 0.13886 -0.025
C 0.53942 -2.22659 1.88105 -0.366
```